{"formula": "C21H29F12NNiO7S2Si2", "method": "the ωB97M-V functional and the def2-TZVPD basis", "gap_ev": [6.31, 7.06], "s_squared": 2.01, "spin_multiplicity": 3, "total_charge": -2, "relative_energy_kj_mol": 76.7, "species": ["Ni", "F", "C", "F", "F", "S", "O", "O", "N", "S", "O", "O", "C", "F", "F", "F", "C", "C", "O", "C", "C", "C", "C", "C", "C", "O", "H", "H", "H", "H", "H", "H", "H", "C", "C", "O", "C", "F", "F", "F", "C", "F", "F", "F", "H", "H", "H", "C", "Si", "C", "C", "C", "Si", "C", "C", "C", "H", "H", "H", "H", "H", "H", "H", "H", "H", "H", "H", "H", "H", "H", "H", "H", "H", "H", "H"], "positions_angstrom": [[15.14, -11.37, -6.52], [13.81, -3.33, -7.30], [12.86, -3.26, -8.24], [13.46, -2.71, -9.33], [12.00, -2.36, -7.81], [12.03, -4.92, -8.57], [12.94, -6.01, -8.43], [11.57, -4.59, -9.86], [10.73, -4.97, -7.55], [10.68, -5.25, -5.92], [11.99, -5.57, -5.43], [9.80, -4.40, -5.22], [9.77, -6.88, -5.74], [10.33, -7.86, -6.38], [8.56, -6.66, -6.25], [9.60, -7.17, -4.43], [12.50, -14.45, -7.54], [13.07, -13.31, -6.83], [14.32, -12.99, -7.05], [12.14, -12.62, -5.95], [10.87, -13.22, -5.64], [9.99, -12.45, -4.85], [10.27, -11.17, -4.43], [11.36, -10.54, -4.80], [12.35, -11.28, -5.55], [13.42, -10.65, -5.92], [13.21, -14.87, -8.20], [11.59, -14.10, -8.13], [12.11, -15.30, -6.93], [10.54, -14.19, -6.06], [9.09, -12.89, -4.41], [9.57, -10.70, -3.79], [11.48, -9.50, -4.63], [15.87, -12.84, -3.71], [16.92, -11.81, -4.09], [16.46, -10.91, -5.06], [17.34, -10.93, -2.88], [16.50, -9.92, -2.72], [17.32, -11.60, -1.67], [18.58, -10.41, -3.01], [18.12, -12.63, -4.69], [19.27, -11.91, -4.84], [18.37, -13.72, -3.93], [17.79, -13.13, -5.94], [15.12, -12.42, -3.08], [16.27, -13.79, -3.29], [15.24, -13.15, -4.61], [15.47, -11.59, -10.47], [14.93, -10.03, -9.48], [15.03, -8.75, -10.74], [13.02, -9.97, -9.15], [15.82, -9.92, -7.80], [16.15, -8.19, -6.99], [17.82, -8.32, -6.12], [16.43, -6.83, -8.26], [14.75, -7.61, -5.78], [15.49, -12.50, -9.94], [16.52, -11.48, -10.86], [14.75, -11.68, -11.29], [14.54, -9.03, -11.70], [16.05, -8.40, -10.96], [14.46, -7.82, -10.34], [12.51, -10.18, -10.09], [12.71, -8.99, -8.79], [12.55, -10.76, -8.46], [16.83, -10.48, -7.86], [18.63, -8.53, -6.80], [17.69, -9.11, -5.31], [17.99, -7.34, -5.67], [15.47, -6.26, -8.31], [16.68, -7.27, -9.29], [17.30, -6.26, -7.92], [13.86, -7.41, -6.36], [15.12, -6.59, -5.38], [14.57, -8.24, -4.91]], "lowdin_charge": [0.5996, 0.1213, -0.6662, 0.0928, 0.1296, 0.5714, -0.2891, -0.3059, -0.3045, 0.5792, -0.3157, -0.2863, -0.7126, 0.1781, 0.1123, 0.1104, -0.0427, -0.3133, -0.0802, -0.1196, -0.0320, -0.1152, -0.1274, 0.0029, -0.2899, -0.0929, 0.0678, 0.1236, 0.0953, 0.0973, 0.0885, 0.0986, 0.1065, -0.0040, -0.4327, -0.2300, -0.5263, 0.1583, 0.0865, 0.1344, -0.4855, 0.1300, 0.1013, 0.0980, 0.0846, 0.0919, 0.0965, -0.1965, 0.3925, -0.2409, -0.1753, -0.4049, 0.4497, -0.2068, -0.1940, -0.1702, -0.0251, 0.0353, 0.0099, 0.0334, 0.0150, 0.0663, 0.0056, 0.0209, 0.0321, 0.0172, 0.0132, 0.0243, 0.0125, 0.0152, 0.0204, 0.0081, -0.0099, 0.0533, 0.0137]}

{"formula": "C21H29F2N3O2", "method": "the ωB97M-V functional and the def2-TZVPD basis", "gap_ev": 9.54, "smiles": "O=C(C[C@@H]1C(=O)NCCN1Cc1cccc(F)c1F)NCCCC1CCCC1", "species": ["O", "C", "C", "C", "C", "O", "N", "C", "C", "N", "C", "C", "C", "C", "C", "C", "F", "C", "F", "N", "C", "C", "C", "C", "C", "C", "C", "C", "H", "H", "H", "H", "H", "H", "H", "H", "H", "H", "H", "H", "H", "H", "H", "H", "H", "H", "H", "H", "H", "H", "H", "H", "H", "H", "H", "H", "H"], "positions_angstrom": [[-2.25, 2.09, 0.11], [-1.33, 2.23, -0.68], [-1.28, 1.49, -2.01], [-0.57, 0.14, -1.82], [0.93, 0.31, -2.04], [1.48, 1.39, -2.08], [1.61, -0.85, -2.08], [0.93, -2.11, -2.24], [-0.25, -1.86, -3.18], [-1.19, -0.89, -2.65], [-2.42, -1.42, -2.09], [-2.32, -2.02, -0.71], [-2.54, -1.25, 0.43], [-2.42, -1.79, 1.70], [-2.07, -3.12, 1.86], [-1.85, -3.90, 0.75], [-1.51, -5.19, 0.89], [-1.97, -3.36, -0.53], [-1.76, -4.15, -1.60], [-0.27, 3.01, -0.46], [-0.10, 3.83, 0.73], [1.36, 3.92, 1.16], [1.83, 2.81, 2.11], [1.76, 1.40, 1.53], [0.53, 0.59, 1.98], [0.93, -0.89, 1.82], [2.45, -0.90, 1.60], [2.91, 0.50, 2.00], [-2.30, 1.32, -2.35], [-0.76, 2.08, -2.76], [-0.65, -0.14, -0.75], [2.61, -0.79, -2.23], [0.57, -2.47, -1.26], [1.61, -2.85, -2.65], [0.15, -1.46, -4.12], [-0.77, -2.79, -3.40], [-2.80, -2.17, -2.80], [-3.14, -0.60, -2.05], [-2.82, -0.21, 0.32], [-2.59, -1.17, 2.56], [-1.97, -3.56, 2.84], [0.50, 2.98, -1.12], [-0.47, 4.84, 0.51], [-0.72, 3.41, 1.51], [2.00, 3.92, 0.27], [1.51, 4.88, 1.67], [2.88, 3.03, 2.37], [1.26, 2.86, 3.04], [1.78, 1.45, 0.44], [-0.36, 0.84, 1.42], [0.33, 0.80, 3.03], [0.65, -1.46, 2.70], [0.41, -1.35, 0.97], [2.68, -1.07, 0.55], [2.94, -1.68, 2.18], [3.02, 0.57, 3.08], [3.86, 0.77, 1.54]], "lowdin_charge": [0.0365, -0.5068, -0.0204, -0.2003, -0.4314, 0.0462, 0.0865, -0.1397, -0.1481, -0.1021, -0.1072, -0.1304, -0.0370, -0.0707, -0.0056, -0.2043, 0.0834, -0.1658, 0.0827, 0.0779, -0.1676, -0.1767, -0.1642, -0.3229, -0.1434, -0.1743, -0.1822, -0.1646, 0.1191, 0.1239, 0.1351, 0.1538, 0.1107, 0.1283, 0.1289, 0.1151, 0.1306, 0.1240, 0.1033, 0.1147, 0.1222, 0.1166, 0.1215, 0.1218, 0.1147, 0.1080, 0.1105, 0.1153, 0.1223, 0.0860, 0.1169, 0.1043, 0.0764, 0.0900, 0.1037, 0.1204, 0.1145]}

{"formula": "C21H29N3O4S", "method": "the ωB97M-V functional and the def2-TZVPD basis", "gap_ev": 7.58, "relative_energy_kj_mol": 2205.9, "species": ["C", "H", "H", "H", "O", "C", "O", "C", "C", "C", "N", "C", "N", "C", "C", "H", "H", "C", "N", "C", "C", "C", "C", "C", "H", "H", "H", "H", "H", "H", "H", "H", "H", "H", "C", "H", "H", "C", "H", "H", "H", "H", "H", "S", "H", "C", "C", "C", "H", "H", "C", "O", "O", "C", "H", "H", "H", "H"], "positions_angstrom": [[-2.75, -5.07, -0.81], [-3.43, -5.32, -1.62], [-2.87, -5.49, 0.02], [-1.77, -5.40, -1.29], [-2.71, -3.84, -0.85], [-3.91, -3.17, -0.20], [-4.96, -3.82, 0.16], [-3.74, -1.59, -0.22], [-2.60, -0.93, -0.54], [-2.40, 0.38, -0.31], [-1.34, 1.30, -0.61], [-0.47, 0.89, -1.71], [0.80, 1.32, -1.65], [1.81, 1.49, -2.53], [2.96, 0.56, -2.19], [3.71, 0.61, -2.66], [2.69, -0.63, -1.96], [3.40, 0.99, -0.58], [3.51, 0.14, 0.33], [4.58, -0.74, 0.59], [4.63, -1.45, 1.76], [3.32, -2.20, 2.25], [2.19, -1.33, 1.94], [2.17, -0.76, 0.67], [1.33, -0.06, 0.09], [2.33, -1.61, -0.26], [2.18, -0.83, 2.63], [1.33, -1.89, 1.96], [3.38, -2.74, 3.22], [3.47, -3.17, 1.47], [4.74, -0.55, 2.56], [5.55, -2.07, 1.79], [5.51, -0.11, 0.35], [4.60, -1.69, -0.33], [2.65, 2.25, -0.22], [3.11, 3.34, -0.79], [2.96, 2.53, 0.64], [1.16, 2.28, -0.10], [0.72, 1.83, 0.54], [0.65, 3.41, -0.33], [4.57, 1.26, -0.57], [1.21, 1.01, -3.20], [2.01, 2.37, -2.80], [-0.71, -0.45, -2.78], [-1.39, 2.13, -0.37], [-3.36, 1.08, 0.25], [-4.61, 0.35, 0.65], [-4.67, -1.05, 0.46], [-5.67, -1.34, 0.58], [-5.64, 1.08, 1.08], [-3.41, 2.64, 0.44], [-2.40, 3.31, 0.32], [-4.42, 3.20, 0.74], [-4.53, 4.46, 1.16], [-3.79, 4.72, 1.99], [-4.24, 5.17, 0.37], [-5.64, 4.75, 1.26], [-1.80, -1.52, -0.79]], "lowdin_charge": [-0.2465, 0.1148, 0.0269, 0.1393, -0.0483, -0.1341, 0.0685, -0.1452, -0.0274, -0.2105, 0.1325, -0.6416, -0.0918, -0.2476, 0.0242, -0.0274, 0.1607, -0.3978, -0.1613, -0.3288, -0.2567, -0.1459, -0.2590, -0.0467, 0.1582, 0.1665, -0.0019, 0.1197, 0.1170, 0.1656, 0.1647, 0.1280, 0.1454, 0.1841, -0.1627, 0.2067, 0.0318, 0.0443, -0.0342, 0.1866, 0.1813, 0.0474, 0.0695, 0.6509, -0.0478, -0.0175, 0.0613, -0.0956, 0.1139, 0.2049, -0.4988, 0.0899, 0.0258, -0.0704, 0.1362, 0.0994, 0.1330, 0.0465]}

{"formula": "C21H29N3O4S", "method": "the ωB97M-V functional and the def2-TZVPD basis", "gap_ev": 9.81, "smiles": "CC[C@@H](O)[C@H](C)C(=O)N1CC[C@](NC(=O)CN2CSCC2=O)(c2ccccc2)C1", "relative_energy_kj_mol": 0.9, "species": ["C", "C", "C", "O", "C", "C", "C", "O", "N", "C", "C", "C", "N", "C", "O", "C", "N", "C", "S", "C", "C", "O", "C", "C", "C", "C", "C", "C", "C", "H", "H", "H", "H", "H", "H", "H", "H", "H", "H", "H", "H", "H", "H", "H", "H", "H", "H", "H", "H", "H", "H", "H", "H", "H", "H", "H", "H", "H"], "positions_angstrom": [[0.41, 1.23, 6.60], [0.20, 0.92, 5.12], [1.48, 1.00, 4.31], [2.43, 0.03, 4.75], [1.25, 0.72, 2.83], [2.55, 0.77, 2.03], [0.29, 1.75, 2.25], [0.32, 2.92, 2.60], [-0.58, 1.33, 1.30], [-1.43, 2.30, 0.61], [-2.17, 1.45, -0.41], [-1.18, 0.33, -0.73], [-0.04, 0.84, -1.51], [-0.15, 1.25, -2.80], [-1.19, 1.62, -3.32], [1.13, 1.06, -3.60], [1.31, -0.36, -3.86], [0.47, -1.02, -4.84], [1.15, -2.69, -5.00], [1.87, -2.62, -3.35], [1.93, -1.15, -2.95], [2.44, -0.75, -1.92], [-1.75, -0.90, -1.43], [-1.18, -2.15, -1.22], [-1.63, -3.26, -1.92], [-2.66, -3.13, -2.83], [-3.25, -1.89, -3.03], [-2.80, -0.78, -2.34], [-0.63, 0.02, 0.67], [-0.54, 1.22, 7.15], [1.05, 0.49, 7.08], [0.86, 2.21, 6.73], [-0.22, -0.08, 5.00], [-0.52, 1.63, 4.71], [1.90, 2.01, 4.40], [2.69, 0.24, 5.65], [0.81, -0.28, 2.76], [2.39, 0.53, 0.97], [2.98, 1.77, 2.08], [3.27, 0.06, 2.43], [-2.10, 2.80, 1.32], [-0.82, 3.07, 0.14], [-3.06, 0.99, 0.03], [-2.46, 2.01, -1.30], [0.87, 0.44, -1.27], [1.04, 1.60, -4.54], [2.00, 1.42, -3.05], [-0.57, -1.04, -4.51], [0.54, -0.51, -5.80], [1.25, -3.14, -2.61], [2.87, -3.04, -3.33], [-0.36, -2.27, -0.52], [-1.17, -4.23, -1.74], [-3.02, -4.00, -3.38], [-4.06, -1.79, -3.74], [-3.25, 0.18, -2.51], [0.35, -0.45, 0.63], [-1.32, -0.65, 1.19]], "lowdin_charge": [-0.0965, -0.1976, -0.3722, -0.0270, -0.2447, -0.0196, -0.4386, 0.0702, -0.0112, -0.1064, -0.0822, -0.3586, 0.1725, -0.4438, 0.0763, -0.0350, -0.0928, -0.4109, 0.8950, -0.3655, -0.5159, 0.0456, -0.1487, -0.0386, -0.0847, -0.0853, -0.0712, -0.0287, -0.0791, 0.0717, 0.0673, 0.0811, 0.1219, 0.1130, 0.1534, 0.0836, 0.1399, 0.0684, 0.0964, 0.0818, 0.1266, 0.1285, 0.1325, 0.1125, 0.1088, 0.1342, 0.1357, 0.0837, 0.0917, 0.0692, 0.0892, 0.1153, 0.1064, 0.1041, 0.1061, 0.1118, 0.1156, 0.1448]}